1.
A molecular structure, C19H26BClIN2O13P, computed with ωB97M-V with the def2-TZVPD basis set.

Computed properties:
LUMO: -2.0 eV
DFT total energy: -2951.4500 Eh
HOMO level: -9.22 eV
spin multiplicity: 1

Each line ends with the Mulliken charge.
Geometry (Å):
C: 2.648 -4.524 0.663  -0.044
C: 2.129 -3.463 0.839  -1.933
C: 1.570 -2.164 1.150  0.277
C: 1.975 -0.920 0.309  0.510
C: 3.378 -0.511 0.810  -1.378
C: 4.466 -0.510 -0.265  -0.279
O: 5.627 0.065 0.363  -0.610
C: 4.862 -1.910 -0.708  -0.954
N: 5.545 -2.612 0.382  -0.554
C: 0.741 -0.005 0.606  2.156
C: 0.176 0.911 -0.552  -1.308
C: 0.680 0.592 -1.956  0.984
C: -0.317 1.141 -3.005  -1.333
Cl: 2.237 1.490 -2.166  -0.258
P: 0.926 1.257 1.966  0.791
O: -0.360 1.918 2.132  -0.478
O: 1.467 0.571 3.288  -0.575
O: 2.031 2.318 1.508  -0.597
C: -0.387 -0.930 1.074  -1.584
C: -1.804 -0.587 1.225  -0.833
I: -2.169 -0.500 3.344  0.186
C: -2.806 -1.581 0.639  -0.582
C: -2.905 -1.513 -0.901  -1.144
N: 0.121 -2.093 1.311  1.241
O: -0.506 -3.212 1.763  -0.454
H: 3.178 -5.440 0.770  0.512
H: 1.941 -1.988 2.169  0.423
H: 2.059 -1.318 -0.701  0.502
H: 3.409 0.485 1.243  0.612
H: 3.759 -1.185 1.579  0.631
H: 4.217 0.126 -1.109  0.361
H: 5.894 0.838 -0.139  0.389
H: 5.545 -1.774 -1.554  0.408
H: 4.012 -2.484 -1.075  0.376
H: 6.524 -2.357 0.342  0.248
H: 5.534 -3.605 0.182  0.211
H: 0.445 1.946 -0.363  0.820
H: -0.906 0.889 -0.578  -0.832
H: 0.804 -0.469 -2.144  0.325
H: -1.153 1.662 -2.547  0.351
H: -0.695 0.308 -3.595  0.285
H: 0.180 1.809 -3.699  0.459
H: 2.360 0.219 3.157  0.434
H: 2.331 2.167 0.600  0.409
H: -2.027 0.406 0.858  0.360
H: -2.639 -2.607 0.946  0.586
H: -3.774 -1.307 1.049  0.571
H: -2.449 -0.616 -1.318  0.141
H: -2.534 -2.411 -1.393  0.318
H: -3.957 -1.460 -1.171  0.388
H: -0.799 -3.699 0.978  0.385
B: -4.675 2.988 -0.484  1.256
O: -4.355 4.053 0.487  -0.512
C: -4.084 3.509 1.666  0.396
O: -3.777 4.085 2.666  -0.606
C: -4.219 1.986 1.515  0.814
O: -4.019 1.153 2.364  -0.655
O: -4.561 1.713 0.274  -0.525
O: -6.017 3.153 -1.053  -0.564
C: -5.919 3.257 -2.377  0.471
O: -6.825 3.401 -3.139  -0.577
C: -4.428 3.151 -2.749  0.625
O: -3.965 3.195 -3.850  -0.604
O: -3.738 2.993 -1.623  -0.441

2.
A molecular structure, C19H26Cl8O5, computed with ωB97M-V with the def2-TZVPD basis set.

Computed properties:
LUMO: 0.1 eV
DFT total energy: -4797.0759 Eh
HOMO level: -8.84 eV
spin multiplicity: 1

Each line ends with the Mulliken charge.
Geometry (Å):
C: -1.456 0.924 1.282  -0.733
C: -0.577 1.785 0.220  0.821
C: -0.196 0.982 -1.111  -1.204
C: -1.432 0.275 -1.852  -0.113
C: -1.556 -1.216 -1.250  0.360
O: -0.596 -2.029 -1.408  -0.569
O: -2.708 -1.681 -0.547  -0.400
O: -1.557 2.795 -0.212  -0.380
C: -1.330 3.878 0.697  0.559
O: -2.137 4.480 1.418  -0.523
O: 0.108 4.067 0.587  -0.414
C: 0.583 2.698 0.860  0.753
C: 2.084 2.579 0.334  -0.737
C: 3.151 2.753 1.558  -0.885
C: 2.834 1.513 2.556  0.576
C: 3.249 0.085 2.086  -0.146
C: 2.926 -1.133 3.002  -0.793
C: 2.178 -0.837 4.326  -0.389
C: 1.774 0.596 4.811  -0.561
C: 2.103 1.806 3.906  -0.380
H: -0.852 0.060 1.744  0.261
H: -1.851 1.574 2.144  0.387
H: -2.364 0.506 0.707  -0.122
H: 0.547 0.158 -0.798  0.409
H: 0.348 1.676 -1.834  0.391
H: -2.408 0.862 -1.819  0.327
H: -1.112 0.130 -2.951  0.052
H: -2.375 -1.837 0.378  0.339
H: 0.374 2.604 1.981  0.045
H: 2.275 1.508 -0.059  0.174
H: 2.326 3.290 -0.545  0.385
H: 3.005 3.756 2.082  0.317
H: 4.236 2.708 1.167  0.347
H: 3.768 0.007 1.076  0.350
H: 3.223 -2.164 2.627  0.463
H: 1.913 -1.746 4.977  0.373
H: 1.212 0.804 5.780  0.334
H: 1.839 2.894 4.134  0.356
C: -5.468 -1.284 1.083  -0.095
Cl: -4.547 -1.846 2.485  -0.180
Cl: -7.201 -1.251 1.429  -0.170
H: -5.139 -0.279 0.824  0.185
H: -5.286 -1.958 0.247  0.248
C: -0.706 -1.964 -5.342  -0.205
Cl: 0.399 -0.593 -5.492  -0.160
Cl: -2.372 -1.484 -5.686  -0.130
H: -0.408 -2.738 -6.047  0.307
H: -0.653 -2.351 -4.325  0.203
C: -4.547 -2.564 -8.211  -0.084
Cl: -3.208 -2.353 -9.345  -0.147
Cl: -6.105 -2.305 -9.004  -0.162
H: -4.517 -3.577 -7.813  0.291
H: -4.440 -1.846 -7.400  0.083
C: 6.573 -2.682 4.146  -0.350
Cl: 7.669 -1.302 4.006  -0.164
Cl: 4.903 -2.212 3.782  -0.061
H: 6.885 -3.454 3.445  0.282
H: 6.619 -3.068 5.164  0.278